{"formula": "C4H11N2S", "method": "ωB97M-V with the def2-TZVPD basis set", "e_above_lowest_kj_mol": 115.1, "lumo_energy_ev": -4.761, "homo_lumo_gap_ha": 0.2988, "charge": 1, "species": ["C", "C", "C", "C", "N", "N", "S", "H", "H", "H", "H", "H", "H", "H", "H", "H", "H", "H"], "coordinates": [[-0.838, -0.044, 0.920], [0.194, 0.544, 1.706], [-0.840, -0.489, -0.477], [-2.127, -0.900, -1.016], [0.240, -0.633, -1.210], [2.627, 0.867, -0.792], [0.084, 0.701, 3.414], [-1.746, -0.124, 1.533], [1.124, 0.679, 1.189], [-2.522, -1.636, -0.286], [-2.290, -1.302, -1.951], [-2.784, -0.014, -0.973], [0.130, -1.292, -1.942], [2.760, 1.718, -1.228], [3.174, 0.151, -1.311], [2.920, 1.120, 0.236], [1.167, -0.141, -1.128], [-1.274, 0.794, 3.315]], "forces_ev_per_a": [[1.29, 1.91, 1.65], [-1.86, -2.52, -2.36], [1.66, 0.58, 1.11], [-1.75, 0.15, 2.84], [-0.13, 0.42, 0.46], [0.19, -1.52, 2.86], [-0.62, 0.70, -0.72], [-0.08, -0.35, -1.02], [0.54, 0.24, 0.32], [-0.22, 0.45, -0.32], [0.72, -0.85, -2.22], [0.11, -0.27, 0.25], [-0.03, -0.12, -1.17], [0.19, 2.10, -1.58], [0.18, 0.87, 1.28], [-0.12, -1.51, -2.74], [-0.57, -0.08, 0.81], [0.51, -0.20, 0.55]]}